# 1
Here is C6H7NO3 in the gas phase at a distorted geometry from the OMol25 dataset. Energies are from the ωB97M-V functional and the def2-TZVPD basis.

```
17
Properties=species:S:1:pos:R:3:forces:R:3:nbo_charge:R:1
O 2.58526 -0.11651 -0.79007 -2.739 1.150 -0.517 -0.72
C 1.57959 0.65592 -0.04785 3.157 -3.211 0.450 0.50
O -0.20333 -0.49452 -1.35031 0.012 0.037 -0.516 -0.47
C -0.90554 1.60078 -0.48559 0.000 0.322 -0.153 -0.52
H -0.82589 2.34359 0.31901 -0.015 -0.170 -0.190 0.25
H -1.03211 -1.58665 1.79334 0.061 -0.069 -0.262 0.24
H 2.15356 -0.41386 -1.60560 0.253 -0.192 -0.043 0.48
C -1.90682 0.50089 -0.09514 -0.644 -0.099 0.174 0.60
C 0.16042 0.51032 -0.42036 0.005 0.674 -0.156 0.14
C -0.80892 -0.56615 -0.05303 0.157 0.105 0.380 0.15
H -1.39754 -2.57096 0.35174 0.169 0.189 0.118 0.24
C -0.72528 -1.80531 0.76236 0.064 -0.129 0.067 -0.65
H 3.07261 0.56029 1.01630 -2.454 1.674 0.559 0.37
H 0.29965 -2.19602 0.77097 -0.230 0.104 -0.029 0.24
N 2.04367 0.98860 1.07221 1.648 -0.251 0.025 -0.62
O -3.06070 0.50021 0.22160 0.543 -0.002 -0.154 -0.48
H -1.02864 2.08940 -1.45958 0.013 -0.131 0.247 0.24
```
Positions in Å, forces in eV/Å.

Computed properties:
* total charge: 0
* structure (SMILES): [H]/N=C(\O)[C@]12CC(=O)[C@@]1(C)O2
* E_tot: -513.2122 Eh
* Kohn-Sham gap: 10.40 eV

=====

# 2
Here is C7H12 in the gas phase at a distorted geometry from the OMol25 dataset. Energies are from the ωB97M-V functional and the def2-TZVPD basis.

```
19
Properties=species:S:1:pos:R:3:forces:R:3:nbo_charge:R:1
H -0.24369 0.16626 1.92173 0.019 0.090 -0.273 0.22
H -0.43996 -1.23789 0.71864 2.344 2.739 0.578 0.18
H -3.10070 -0.17958 -0.76545 0.383 -1.187 0.355 0.22
H 3.23682 -0.41498 -0.07227 -0.077 -0.036 0.054 0.20
H 1.90019 -1.59319 -0.02430 0.175 0.040 0.033 0.21
C 1.24448 0.42396 0.25141 -0.199 -0.417 0.073 -0.27
H -2.88112 -0.22123 0.99544 0.140 -0.179 -0.302 0.21
H 2.48281 -0.84866 1.47701 0.031 -0.017 -0.154 0.21
C -2.37061 -0.43142 0.03929 0.281 -1.418 0.105 -0.58
C -1.20093 0.51496 -0.06736 -0.467 0.173 0.156 -0.29
H -1.75415 1.41716 0.21794 1.033 0.776 0.136 0.21
C 2.28960 -0.66878 0.41365 0.138 -0.113 -0.020 -0.59
H 1.62641 0.90984 -1.95993 -0.280 -0.097 0.223 0.21
H 1.65215 1.35648 0.69999 -0.502 -0.418 0.099 0.21
C -0.12327 -0.03970 0.85025 -0.270 -1.311 -0.020 -0.37
H -0.95466 0.86645 -2.32115 0.090 0.043 0.124 0.21
C -0.44753 0.70257 -1.37308 -0.089 -0.012 0.092 -0.19
C 0.87419 0.71605 -1.19052 -0.340 -0.233 0.070 -0.18
H -1.82974 -1.48684 0.20940 -2.412 1.579 -1.328 0.19
```
Positions in Å, forces in eV/Å.

Computed properties:
* total charge: 0
* structure (SMILES): C[C@@H]1C=C[C@H](C)C1
* E_tot: -273.8550 Eh
* Kohn-Sham gap: 10.41 eV

=====

# 3
Here is C5H8N2 in the gas phase at a distorted geometry from the OMol25 dataset. Energies are from the ωB97M-V functional and the def2-TZVPD basis.

```
15
Properties=species:S:1:pos:R:3:forces:R:3:nbo_charge:R:1
H 0.73897 1.33995 0.45083 0.019 -0.095 -0.043 0.20
C -1.99117 -0.20746 -0.85349 -0.598 -0.119 -0.726 0.28
H -1.49593 0.59253 1.06035 0.089 -0.040 -0.115 0.23
N 0.11736 -0.73277 0.41311 0.091 -0.023 0.003 -0.37
H 1.87422 0.67651 -1.68863 -0.159 0.007 -0.010 0.22
C 0.78616 0.56931 -1.63309 -0.014 -0.033 -0.010 -0.63
H 0.29443 0.01960 2.41307 0.032 -0.119 -0.120 0.17
C -1.03847 0.12221 0.19075 -0.249 0.094 0.054 -0.21
H 0.31741 1.38255 -2.19913 0.113 -0.121 0.120 0.22
H 0.10437 -1.74819 2.24492 0.005 0.109 -0.046 0.21
H 1.63975 -0.97912 1.80661 -0.174 0.000 -0.006 0.21
H 0.51282 -0.38540 -2.08924 0.009 0.168 -0.037 0.23
C 0.33668 0.55961 -0.19565 0.102 0.184 -0.092 -0.04
N -2.74842 -0.35083 -1.71665 0.715 0.029 0.855 -0.31
C 0.55183 -0.85850 1.79623 0.018 -0.042 0.175 -0.42
```
Positions in Å, forces in eV/Å.

Computed properties:
* total charge: 0
* structure (SMILES): C[C@H]1[C@@H](C#N)N1C
* E_tot: -304.7771 Eh
* Kohn-Sham gap: 10.86 eV